Below is C14H23BN6Os as an isolated structure in a non-equilibrium geometry, with properties calculated with wB97M-V/def2-TZVPD.

Last column: Löwdin spin population.
Atoms and positions in Å:
1 C -2.275 -2.037 -0.539  -0.005
2 N -1.396 -1.037 -0.817  0.085
3 N -1.524 -0.761 -2.188  0.031
4 C -2.454 -1.575 -2.709  0.085
5 C -2.957 -2.390 -1.706  0.071
6 B -0.551 0.233 -2.872  0.012
7 N -0.646 1.615 -2.165  0.137
8 N -0.416 1.723 -0.793  0.141
9 C -0.465 3.040 -0.481  0.171
10 C -0.743 3.764 -1.637  0.439
11 C -0.847 2.844 -2.663  0.140
12 Os -0.122 0.023 0.422  1.502
13 N 0.884 -0.314 -2.589  0.127
14 N 1.310 -0.465 -1.289  0.134
15 C 2.565 -0.960 -1.312  0.131
16 C 2.942 -1.128 -2.649  0.435
17 C 1.863 -0.717 -3.412  0.139
18 H 3.093 -1.151 -0.380  0.001
19 H 1.702 -0.676 -4.479  0.002
20 H 3.887 -1.503 -2.996  0.013
21 H -0.754 0.326 -4.050  -0.001
22 H -1.048 2.962 -3.719  0.002
23 H -2.682 -1.508 -3.765  0.002
24 H -0.847 4.832 -1.690  0.013
25 H -3.711 -3.150 -1.792  0.002
26 H -0.281 3.364 0.530  0.002
27 H -2.344 -2.443 0.458  0.000
28 H 1.343 1.433 1.395  0.004
29 C 0.548 1.574 2.163  0.025
30 H 0.356 2.653 2.197  0.000
31 H -0.486 1.110 1.994  0.009
32 H 0.928 1.210 3.121  0.005
33 C 0.618 -2.764 3.743  0.003
34 C 0.912 -1.524 2.898  0.030
35 C 2.408 -1.370 2.673  0.008
36 C 0.110 -1.577 1.564  0.047
37 H 1.036 -3.657 3.269  0.000
38 H -0.460 -2.906 3.859  0.001
39 H 1.058 -2.660 4.737  0.002
40 H 0.542 -0.654 3.453  0.000
41 H 2.826 -2.276 2.217  0.000
42 H 2.648 -0.518 2.026  0.001
43 H 2.914 -1.211 3.635  0.002
44 H 0.469 -2.436 0.971  0.014
45 H -0.949 -1.771 1.834  0.037

Properties
2S+1: 5
Total charge: +4
Orbital gap (alpha / beta): 6.2 / 4.1 eV
Expectation value of S²: 6.028